57
Properties=species:S:1:pos:R:3:lowdin_charge:R:1 method="wB97M-V/def2-TZVPD" orbital_gap_ev=9.98 spin_multiplicity=1 homo_energy_ev=-9.33 lumo_ev=0.7 smiles="Cc1cncc(C(=O)N[C@@H](C)CCNC(=O)[C@@H]2CCCN2Cc2nnn(C)n2)c1" total_charge=0 energy_ha=-1329.35022
C 1.1651 1.1519 -3.9404 -0.047
C 1.6956 -0.0359 -3.1915 -0.257
C 2.2090 -1.1426 -3.8639 -0.104
N 2.6368 -2.2524 -3.2713 0.084
C 2.5549 -2.3110 -1.9464 -0.099
C 2.0727 -1.2671 -1.1670 -0.125
C 1.9857 -1.4625 0.3155 -0.446
O 1.8283 -2.5757 0.8023 0.041
N 2.0816 -0.3458 1.0658 0.108
C 1.8925 -0.3562 2.5130 -0.363
C 3.0975 -0.9725 3.2143 -0.046
C 1.6465 1.0706 2.9944 -0.151
C 0.3255 1.6989 2.5742 -0.183
N 0.2128 1.8507 1.1020 0.046
C -0.7493 2.8214 0.6940 -0.423
O -0.4320 3.9324 0.3612 0.118
C -2.1925 2.3366 0.5471 -0.227
C -2.9665 2.3578 1.8901 -0.100
C -3.4556 0.9136 2.0869 -0.150
C -3.4334 0.3403 0.6798 -0.173
N -2.2332 0.9456 0.1126 -0.149
C -2.0684 0.7767 -1.3155 -0.118
C -1.6304 -0.6058 -1.6783 -0.356
N -1.4798 -1.0088 -2.9541 0.078
N -1.0417 -2.2376 -2.8939 0.076
N -0.9502 -2.5379 -1.6242 -0.227
C -0.5037 -3.8359 -1.1515 0.009
N -1.3078 -1.5547 -0.8163 0.184
C 1.6472 -0.1104 -1.8086 0.006
H 1.7641 1.3636 -4.8259 0.079
H 0.1403 0.9572 -4.2646 0.074
H 1.1600 2.0429 -3.3116 0.079
H 2.2691 -1.1284 -4.9481 0.117
H 2.8928 -3.2220 -1.4661 0.121
H 2.1870 0.5471 0.6126 0.119
H 1.0113 -0.9729 2.7217 0.150
H 2.9148 -1.0475 4.2875 0.081
H 3.2906 -1.9698 2.8248 0.073
H 3.9831 -0.3532 3.0567 0.085
H 1.6815 1.0618 4.0865 0.121
H 2.4703 1.7083 2.6575 0.127
H -0.5060 1.1046 2.9709 0.111
H 0.2622 2.6943 3.0190 0.125
H -0.1740 0.9607 0.7787 0.095
H -2.6727 3.0105 -0.1733 0.152
H -2.3474 2.6995 2.7189 0.106
H -3.8016 3.0518 1.8126 0.114
H -2.7644 0.3532 2.7179 0.103
H -4.4422 0.8661 2.5449 0.110
H -3.3613 -0.7456 0.6507 0.112
H -4.3318 0.6461 0.1183 0.128
H -2.9886 1.0182 -1.8691 0.134
H -1.3035 1.4731 -1.6733 0.125
H 0.3505 -3.6994 -0.4904 0.062
H -1.3179 -4.3204 -0.6169 0.090
H -0.2293 -4.4131 -2.0290 0.092
H 1.2561 0.7297 -1.2412 0.107


51
Properties=species:S:1:pos:R:3:lowdin_charge:R:1 method="wB97M-V/def2-TZVPD" orbital_gap_ev=9.61 spin_multiplicity=1 homo_energy_ev=-11.65 lumo_ev=-2.0 smiles="C=CCc1ccccc1OC[C@H](C[NH+]1CCCCC1)OC(C)=O" total_charge=+1 energy_ha=-1021.05494
C 2.4334 2.1749 0.6924 0.018
C 2.2809 2.1039 -0.6179 -0.173
C 2.6603 0.9349 -1.4816 -0.138
C 3.2905 -0.1990 -0.7235 -0.181
C 4.6692 -0.3268 -0.6572 -0.018
C 5.2601 -1.3661 0.0402 -0.065
C 4.4664 -2.2968 0.6829 -0.063
C 3.0854 -2.1886 0.6366 -0.010
C 2.5028 -1.1424 -0.0585 -0.198
O 1.1227 -0.9441 -0.1355 -0.087
C 0.2737 -1.9902 0.2887 -0.110
C -1.1516 -1.5975 -0.1066 -0.249
C -1.6221 -0.3326 0.6355 -0.043
N -0.8547 0.8699 0.2431 -0.077
C -1.2447 1.4152 -1.0868 -0.097
C -2.6353 2.0368 -1.0727 -0.150
C -2.7250 3.1202 -0.0026 -0.175
C -2.3197 2.5480 1.3523 -0.155
C -0.9241 1.9437 1.2670 -0.115
O -2.0029 -2.6832 0.2179 0.040
C -3.2354 -2.6695 -0.3554 -0.501
C -3.9941 -3.9137 -0.0464 0.043
O -3.6063 -1.7393 -1.0191 0.118
H 2.1875 3.0647 1.2475 0.064
H 2.8580 1.3640 1.2605 0.075
H 1.8863 2.9513 -1.1669 0.104
H 3.3646 1.2967 -2.2351 0.127
H 1.7749 0.5769 -2.0177 0.116
H 5.2854 0.3994 -1.1651 0.123
H 6.3343 -1.4497 0.0774 0.110
H 4.9135 -3.1142 1.2261 0.112
H 2.4831 -2.9232 1.1464 0.110
H 0.5371 -2.9346 -0.2003 0.153
H 0.3268 -2.1313 1.3762 0.148
H -1.2009 -1.4309 -1.1917 0.160
H -1.4989 -0.4994 1.7086 0.157
H -2.6804 -0.1803 0.4208 0.121
H 0.1352 0.5507 0.1633 0.140
H -1.1954 0.6157 -1.8255 0.137
H -0.5048 2.1747 -1.3479 0.130
H -2.8222 2.4665 -2.0565 0.130
H -3.3979 1.2745 -0.9110 0.115
H -3.7400 3.5105 0.0463 0.122
H -2.0629 3.9485 -0.2614 0.122
H -2.3070 3.3370 2.1038 0.128
H -3.0438 1.8001 1.6764 0.119
H -0.2068 2.7149 0.9790 0.118
H -0.6150 1.5315 2.2291 0.142
H -3.9010 -4.5939 -0.8923 0.105
H -3.5907 -4.3961 0.8379 0.093
H -5.0482 -3.6820 0.0789 0.100